# 1
The following is a quantum chemistry calculation of a molecular structure, C34H49BCrN8O2S4 in a non-equilibrium geometry, from the OMol25 dataset.

Its total charge is +1. The HOMO-LUMO gap (spin up / spin down) is 6.722 / 7.419 eV. As for the spin multiplicity: 2.

Structure (XYZ):
```
99
Properties=species:S:1:pos:R:3:forces:R:3:mulliken_spin:R:1
C 0.177 -3.896 5.500 -0.086 0.012 -0.073 0.000
H 1.167 -0.632 4.992 0.007 -0.026 0.007 0.001
H 0.866 5.368 2.817 -0.047 -0.033 0.016 0.000
H 0.221 -1.318 6.327 0.048 -0.016 -0.038 0.000
H -4.013 -2.417 3.277 0.088 0.039 -0.003 0.001
H 1.030 -3.720 2.839 0.023 -0.004 0.045 0.000
N -0.838 -2.229 3.984 0.102 -0.101 0.048 0.002
H 3.186 -0.021 -6.434 0.015 0.009 0.002 0.000
H -2.235 5.774 2.985 0.009 0.004 -0.048 0.000
H 2.326 -3.513 4.030 -0.065 0.046 -0.016 0.000
C 1.770 -0.307 -4.858 0.002 0.075 -0.010 0.000
C -2.419 3.126 3.291 0.197 0.100 -0.047 0.003
H -4.320 -4.128 -1.621 0.052 -0.003 -0.018 0.000
C 1.635 1.492 -6.607 0.027 0.027 0.107 0.000
O 8.215 1.299 0.320 -0.012 0.024 -0.036 0.000
H -3.691 1.487 4.015 0.085 0.016 -0.099 0.000
H -5.134 0.472 0.153 0.074 -0.075 0.016 0.000
C -0.072 1.404 -4.766 0.180 -0.025 -0.064 0.000
C 5.478 0.367 0.761 -0.030 0.039 0.055 -0.003
H -5.145 -0.821 -2.229 0.054 -0.057 0.007 0.000
C -2.047 -2.891 4.140 0.161 0.002 0.029 0.006
H 3.738 -0.194 1.889 0.030 -0.035 -0.008 0.000
C -1.578 -2.570 -3.084 0.066 0.107 0.006 -0.003
C -2.596 -1.479 -0.318 -0.185 0.280 -0.138 -0.012
H 3.768 -1.375 -2.220 0.040 -0.061 0.030 -0.002
H 1.025 0.872 -7.273 0.023 0.024 0.008 0.000
S -1.088 -2.208 0.122 0.149 0.250 0.012 -0.023
C -3.012 -2.673 -2.552 0.030 0.001 0.028 0.005
H -2.167 -3.763 4.754 0.067 0.063 -0.016 0.000
B -3.161 -0.184 1.934 0.104 0.075 -0.149 0.001
H -0.151 -4.746 4.897 0.009 0.027 0.043 0.000
H -3.106 -4.824 -2.707 0.007 0.042 0.028 -0.001
H 1.816 -2.152 3.020 -0.011 -0.019 -0.011 -0.005
C -3.283 -4.053 -1.955 0.000 0.006 0.045 0.001
H 1.111 -4.175 5.984 -0.016 0.010 -0.013 0.000
N 0.859 0.515 -4.035 -0.202 0.081 -0.012 0.011
C 0.723 2.314 -5.691 0.090 -0.123 0.004 0.000
C -3.965 -2.416 -3.718 -0.065 0.024 0.053 -0.001
C -3.023 1.931 3.294 -0.072 -0.161 -0.102 -0.001
C 2.568 0.600 -5.784 -0.135 0.095 0.009 0.000
C 4.236 -0.228 0.927 0.011 0.067 -0.015 -0.013
C 1.467 -3.027 3.563 0.003 0.018 -0.076 0.004
H -1.289 -1.521 -3.192 -0.023 -0.034 -0.048 0.003
N -2.665 1.275 2.131 -0.058 -0.022 -0.006 -0.003
S 2.105 -1.756 0.108 -0.765 0.194 0.121 -0.095
H 5.916 0.874 1.616 -0.012 -0.024 -0.045 0.000
H 0.817 3.601 2.956 -0.016 0.044 -0.001 0.001
C -1.832 2.064 1.425 -0.177 -0.017 0.246 -0.009
H 5.985 -0.273 -2.507 -0.037 -0.012 0.038 0.000
C -0.171 4.521 0.527 -0.028 -0.055 -0.026 0.000
C -4.422 -0.227 -0.255 0.104 0.038 0.184 0.004
C 0.447 -2.661 4.640 0.022 -0.008 0.009 0.000
H -4.282 -0.225 2.375 0.065 0.037 0.012 0.000
C -1.031 -1.182 3.145 -0.134 -0.239 0.054 -0.010
H 7.804 1.021 1.144 -0.030 -0.053 0.070 0.000
S -1.132 1.630 -0.098 0.101 0.020 0.027 -0.010
N 0.648 0.130 -1.624 0.006 0.313 -0.748 -0.042
N -3.291 -0.610 0.438 -0.173 -0.120 0.222 0.001
S 0.174 -0.054 2.603 -0.049 0.039 -0.178 -0.025
C -1.803 5.666 1.990 -0.052 -0.032 0.013 0.000
H -2.443 3.909 4.028 -0.003 -0.022 -0.111 0.000
H 2.223 2.160 -7.237 -0.028 -0.034 -0.017 0.000
H -5.009 -2.579 -3.445 0.024 0.021 0.001 0.000
H -0.879 4.428 -0.295 0.016 0.006 0.016 0.000
N -2.330 -1.165 2.800 -0.143 0.023 0.001 0.008
C 0.212 4.510 2.982 -0.017 -0.028 0.005 -0.001
C 0.955 -1.543 5.548 -0.052 0.052 0.033 0.001
H -2.616 5.577 1.265 0.048 0.015 0.029 0.000
C -4.430 -0.873 -1.431 0.236 -0.027 -0.193 -0.001
H 2.415 -0.882 -4.198 -0.018 0.011 0.074 -0.001
H -0.227 4.605 3.978 0.029 -0.014 -0.055 0.000
H 0.025 2.918 -6.273 0.014 0.008 -0.005 0.000
C -2.960 -2.231 3.409 -0.017 0.121 -0.103 -0.002
H -1.535 -3.047 -4.066 -0.010 0.026 0.053 0.000
H 0.312 5.497 0.456 -0.020 -0.024 0.018 0.000
H 1.328 2.993 -5.085 -0.035 0.021 -0.025 0.000
H -2.623 -4.238 -1.106 -0.029 -0.028 -0.063 0.001
H 3.235 1.224 -5.183 0.025 -0.042 -0.020 0.000
C 0.721 0.318 -2.761 0.257 -0.024 -0.487 0.031
H 0.590 3.754 0.420 -0.005 -0.016 -0.023 0.001
H 1.878 -1.872 6.030 -0.051 0.019 -0.021 0.000
C 3.617 -0.874 -0.142 -0.077 0.186 -0.051 0.003
O 7.870 1.151 -1.850 -0.008 0.013 -0.128 -0.001
C 4.249 -0.881 -1.385 0.010 0.026 0.003 -0.008
C -0.857 4.466 1.886 0.020 -0.011 0.035 0.000
H -3.850 -1.404 -4.114 -0.004 -0.048 -0.017 0.000
H -1.246 6.578 1.771 -0.019 -0.044 0.024 0.000
H 1.163 -1.006 -5.440 -0.039 -0.038 0.005 0.000
H -0.856 -3.056 -2.436 -0.010 0.048 0.045 -0.002
N -1.676 3.219 2.120 0.016 0.204 0.026 0.000
C 5.482 -0.275 -1.548 0.001 -0.023 -0.124 0.002
N -3.277 -1.649 -1.482 -0.108 -0.167 -0.048 0.006
H -3.727 -3.122 -4.513 -0.003 0.012 0.015 0.000
C 6.117 0.340 -0.475 0.013 0.031 0.063 -0.006
H -0.752 0.774 -5.347 -0.034 -0.031 0.012 -0.001
H -0.557 -3.698 6.284 0.036 -0.017 -0.031 0.000
Cr 0.340 -0.290 0.236 0.454 -1.106 1.329 1.180
C 7.459 0.959 -0.744 -0.028 -0.001 0.086 0.000
H -0.656 1.967 -4.044 -0.010 0.004 0.096 0.000
```
Positions in Å, forces in eV/Å.

# 2
The following is a quantum chemistry calculation of a molecular structure, C34H49BrN7SeSi2V in a non-equilibrium geometry, from the OMol25 dataset.

Its total charge is -1. For the energy above the lowest of the compared OMol25 structures with the same formula, charge and spin, the calculation gives 0.0 kcal per mole. The HOMO-LUMO gap (spin up / spin down) is 6.592 / 5.559 eV. As for the spin multiplicity: 4.

Structure (XYZ):
```
95
Properties=species:S:1:pos:R:3:forces:R:3:mulliken_spin:R:1
N -1.555 0.529 -3.342 1.214 -0.879 -0.038 0.013
H -4.564 0.538 -1.203 0.056 -0.094 -0.030 0.000
C -5.368 2.390 -0.413 0.210 0.016 0.208 0.000
H -6.555 0.762 1.936 -0.139 -0.067 -0.109 0.000
N 0.631 -1.960 -0.784 -0.627 -1.863 -0.090 -0.007
C -4.937 1.928 2.818 0.141 0.032 -0.187 0.003
C -0.377 -0.504 3.718 0.014 -0.055 -0.248 0.119
C 4.843 -1.080 -2.961 -0.210 0.462 0.581 0.002
H 6.508 1.511 -1.977 0.129 0.089 -0.262 0.000
H 1.288 -1.891 -2.724 -0.091 -0.050 0.075 0.007
C -0.777 0.575 -2.371 0.101 0.406 -0.168 0.084
H -4.811 4.206 -1.497 0.057 0.150 -0.007 0.000
H -3.330 2.504 4.188 0.129 0.086 0.070 0.000
H -6.701 3.983 0.243 -0.094 0.210 0.053 0.000
N 0.091 0.572 -1.578 -1.398 0.765 -1.755 -0.037
H 4.685 4.160 1.863 0.050 0.016 0.022 0.000
C -2.555 4.456 2.598 -0.189 -0.227 -0.038 0.000
H -5.864 0.284 -0.044 -0.057 -0.131 0.087 0.000
H -0.726 -1.521 3.814 -0.053 -0.087 0.051 0.007
C -5.513 0.926 -0.844 0.142 -0.001 0.155 0.000
H -1.450 3.729 0.292 0.125 -0.068 -0.039 0.004
Si 4.344 0.257 -1.669 0.251 0.202 -0.209 0.002
C 0.454 -3.823 -2.262 0.076 0.156 -0.091 0.084
H 2.166 1.146 -2.501 0.051 0.084 -0.156 0.004
H 5.614 -0.701 -3.625 0.156 0.154 -0.156 0.000
H 4.076 5.691 0.018 0.055 0.065 -0.006 0.000
H 5.229 -1.965 -2.466 0.090 -0.148 0.156 0.000
H 3.216 2.480 -2.052 0.034 0.073 0.130 0.000
C -6.760 2.962 -0.125 0.232 -0.055 0.239 0.000
C 3.194 1.510 -2.542 0.331 -0.526 0.393 0.025
C 0.077 -2.712 0.212 0.156 -0.243 -0.720 0.027
C 0.653 1.222 2.295 -0.450 -0.369 0.770 0.096
C 2.995 2.894 1.576 -0.138 -0.169 -0.149 0.005
H -3.821 6.405 1.310 0.121 0.119 0.029 0.000
N -3.722 1.299 -4.129 -0.370 0.191 -0.152 0.008
V 1.002 -0.127 -0.111 2.971 1.735 -0.183 2.128
C 3.790 3.980 1.282 0.094 0.132 0.069 0.001
H 3.473 1.650 -3.583 0.099 -0.044 -0.213 0.001
H 0.646 3.279 -0.835 -0.023 -0.045 0.023 0.000
H -5.396 2.892 -2.511 -0.102 -0.055 -0.090 0.000
H -0.701 -4.607 0.824 -0.080 -0.024 0.040 0.000
H 3.264 2.207 2.368 0.002 -0.015 0.002 0.002
H -3.246 4.485 3.436 -0.030 -0.004 0.171 0.000
H -1.784 5.453 0.227 0.021 0.170 0.078 0.000
H -7.348 2.966 -1.042 -0.072 -0.011 -0.140 0.000
C -0.294 -4.051 -0.006 0.069 -0.020 -0.072 0.049
C 0.819 -2.521 -1.971 0.018 -0.301 -0.479 0.029
N 0.287 -0.888 1.399 -0.726 -1.170 0.575 0.021
C -5.906 2.948 3.420 0.161 0.053 -0.261 0.000
C 3.453 4.838 0.245 0.048 0.149 -0.117 0.003
C -2.697 0.978 -3.701 -1.027 0.386 -0.164 -0.003
H -5.388 3.856 3.716 0.029 0.184 0.064 0.000
H -2.660 4.350 -0.825 0.006 0.014 -0.183 0.000
H -5.046 -0.136 2.162 0.019 -0.160 -0.088 0.000
C -5.700 0.620 2.590 0.068 0.145 -0.227 0.000
H -4.325 1.166 4.738 -0.126 -0.052 0.128 -0.001
H -6.072 0.241 3.543 -0.026 -0.016 0.166 0.000
C 0.176 -0.114 2.494 -0.131 1.119 1.549 -0.059
Br -2.479 1.061 0.713 -0.467 0.395 0.062 0.021
H -6.375 2.528 4.310 -0.069 -0.074 0.146 0.000
H 5.750 1.963 -0.455 -0.156 0.130 0.125 0.000
H 2.052 5.258 -1.317 -0.025 -0.007 -0.044 0.000
C -0.035 1.718 4.561 -0.033 -0.019 0.038 0.082
H -5.098 5.346 1.898 -0.194 0.077 0.137 0.000
C -0.113 -4.602 -1.252 0.017 0.268 0.198 -0.002
C -3.858 1.616 3.861 0.104 0.088 -0.241 -0.002
H -7.293 2.364 0.610 -0.135 -0.048 0.126 0.000
C -2.241 4.465 0.167 -0.077 -0.202 -0.028 0.002
H 4.001 -1.391 -3.572 -0.244 -0.018 -0.077 -0.001
H -1.848 3.641 2.746 0.099 -0.082 0.102 0.000
C 1.522 3.491 -0.235 -0.104 -0.273 0.194 0.002
H -0.147 2.433 5.366 0.022 0.048 0.043 0.004
H -3.790 2.798 -1.849 0.111 0.041 -0.083 0.000
C 5.958 1.132 -1.122 -0.625 -0.360 -0.203 -0.001
C -0.488 0.406 4.743 -0.048 0.006 0.168 -0.011
H -4.777 5.468 0.171 -0.111 0.065 -0.120 0.000
H 0.869 3.141 3.244 -0.006 0.051 0.014 -0.002
C -4.313 5.446 1.153 -0.092 -0.317 -0.055 0.000
C 0.530 2.122 3.374 0.098 0.023 -0.049 -0.019
H -0.940 0.122 5.683 0.003 -0.058 0.037 0.001
C -4.802 3.127 -1.630 0.131 0.052 0.221 0.001
H -6.219 0.862 -1.671 -0.132 0.044 -0.124 0.000
C -3.296 4.306 1.266 -0.007 -0.236 -0.024 0.002
Se 3.400 -0.668 0.180 0.646 -0.031 -0.376 -0.032
H -1.993 5.391 2.603 0.062 0.127 -0.069 0.000
H 0.602 -4.223 -3.253 0.072 0.029 -0.064 0.005
N 1.088 1.505 1.064 -0.298 -0.127 -0.240 -0.040
H -3.125 0.911 3.479 0.127 -0.073 0.014 0.003
H 6.593 0.431 -0.590 0.129 -0.173 0.101 0.000
H -6.691 3.214 2.719 -0.212 0.106 -0.069 0.000
C 2.315 4.589 -0.508 0.144 0.178 -0.017 0.003
N -0.108 -2.135 1.406 -0.549 -0.672 1.135 0.378
H -0.406 -5.623 -1.447 -0.007 -0.081 -0.002 0.001
C 1.847 2.625 0.817 0.393 0.872 -0.042 -0.008
Si -4.167 2.560 1.128 0.064 -0.161 0.006 -0.003
```
Positions in Å, forces in eV/Å.

It is found that the E_tot values, taken in the order of the records, are -124508.303, -223322.698 eV.